Here is a 2-piece molecular cluster, C25H25F3N2O5S3 overall at a distorted geometry from OMol25. Energies are from ωB97M-V/def2-TZVPD.

```
63
Properties=species:S:1:pos:R:3:forces:R:3
C 1.065413 -2.472891 5.587709 -0.0601 0.1803 0.2795
C 1.011150 -1.922888 4.160319 0.6193 0.2369 0.1921
N 0.561422 -0.529445 4.097405 -0.1162 -0.2223 0.7538
C 0.306783 0.011759 2.851848 -0.8424 -0.2830 -1.4209
C -0.159127 -0.685124 1.764334 0.4835 0.9449 1.2627
C 0.559044 1.491791 2.696972 0.0975 -0.0971 -0.3188
C -0.469191 2.430033 2.831870 0.0610 -0.2852 0.0611
C -0.199046 3.786468 2.683278 0.5033 0.1954 -0.1403
C 1.105678 4.208739 2.372052 -0.2835 -0.3182 0.0454
C 2.125593 3.265986 2.190261 -0.0136 0.2479 0.0003
C 1.851311 1.913916 2.347385 -0.3194 -0.2666 0.2329
C 0.942497 0.368625 5.198959 0.6107 -0.0454 -0.0744
C 0.919089 -0.326647 6.557243 0.2002 -0.2963 -0.1916
O 1.644632 -1.556226 6.515716 -0.6047 0.1650 -0.3408
H 0.047011 -2.761778 5.912605 0.3384 0.0821 0.0691
H 1.747357 -3.333123 5.635544 -0.4948 0.0469 -0.2128
H 2.038689 -2.012512 3.754397 -0.3435 0.1386 -0.1517
H 0.343381 -2.542616 3.556693 0.1545 0.0216 0.1545
H -0.348358 -0.120361 0.853146 0.1482 -0.3380 0.2153
H -0.397639 -1.741395 1.815457 0.0782 0.1527 -0.1792
H -1.482943 2.074764 3.051746 0.3963 0.1802 -0.0381
H -1.001793 4.517956 2.803516 0.2877 -0.2030 -0.0600
H 1.320208 5.269356 2.260201 -0.0471 -0.1967 0.0066
H 3.142860 3.578794 1.926353 -0.4958 -0.0420 0.0867
H 2.624955 1.151810 2.203655 -0.2324 0.3705 0.0497
H 1.966804 0.757392 5.042989 -0.2796 -0.0234 0.0198
H 0.255556 1.223645 5.238866 0.1988 -0.2121 -0.1153
H 1.467497 0.276533 7.295549 -0.4435 -0.0084 -0.2369
H -0.130360 -0.479113 6.880974 0.3986 -0.1461 -0.0040
F -2.111919 4.016897 -6.965654 0.1600 -0.5370 0.9280
C -1.747409 3.362530 -5.828634 -0.2635 -0.3469 0.1850
F -2.440306 3.875778 -4.784735 0.3544 -0.4129 -0.7885
F -2.088110 2.055551 -5.946336 -0.0318 0.9173 0.0825
S 0.047106 3.615982 -5.709679 -0.1482 0.6944 -0.7625
N 0.543030 2.756748 -4.355339 0.6928 0.4032 -0.2626
S 1.100694 3.902392 -3.062720 -0.4455 -0.3567 0.1807
C -0.294696 3.647493 -2.000248 -0.2072 0.7089 0.1432
C -1.048503 4.758255 -1.601682 0.1887 -0.5331 -0.0137
C -2.080400 4.556802 -0.684381 0.0638 0.0882 -0.0636
C -2.343679 3.273928 -0.205132 0.0916 -0.1966 0.0174
C -1.599489 2.168170 -0.641351 0.1654 0.4599 -0.2007
C -0.564214 2.359593 -1.556696 -0.0741 -0.1848 0.3018
O 2.272437 3.324532 -2.480900 -0.3072 0.0527 -0.3669
O 1.096850 5.254727 -3.560664 -0.0229 -1.1474 0.1683
S 1.637527 1.417891 -4.801497 0.1792 0.4907 0.2880
C 0.808445 0.674685 -6.192185 -0.0297 -0.5334 -0.1961
C -0.034111 -0.402484 -5.914015 -0.0276 0.2308 0.0097
C -0.627970 -1.101894 -6.962343 0.0885 0.0569 -0.0627
C -0.356019 -0.739844 -8.285248 0.0000 0.0764 0.2595
C 0.509503 0.324807 -8.562341 0.0788 -0.0166 0.2271
C 1.112577 1.026391 -7.515788 -0.0515 -0.0132 0.1208
O 2.870140 1.994384 -5.265153 -0.6019 -0.2924 0.1690
O 1.582184 0.531769 -3.673334 0.0552 0.3030 -0.4756
H -0.812383 5.736748 -2.010566 -0.0615 -0.1456 0.1434
H -2.661442 5.418885 -0.340002 0.1715 -0.4237 -0.1243
H -3.130220 3.123162 0.534713 0.1546 0.0604 -0.2160
H -1.796792 1.168381 -0.259405 -0.0672 0.2804 -0.0714
H 0.042651 1.524391 -1.910209 -0.1388 0.1854 0.1246
H -0.206103 -0.678837 -4.875886 -0.0248 0.0157 -0.2437
H -1.293039 -1.935803 -6.727830 0.2279 0.2599 -0.1823
H -0.813634 -1.298461 -9.102742 0.1219 0.1869 0.2149
H 0.728455 0.600304 -9.598383 -0.0637 -0.1079 0.4325
H 1.818618 1.832066 -7.717356 -0.2270 -0.2023 0.0896
```
Forces are in eV/Å.

Output
SMILES: O=S(=O)(c1ccccc1)N(SC(F)(F)F)S(=O)(=O)c1ccccc1.C=C(c1ccccc1)N1CCOCC1
HOMO-LUMO gap, eV: 7.6
Energy relative to the best compared isomer or geometry (same formula, charge and spin), kJ/mol: 0.0
Charge: 0
Energy, eV: -80203.593
E_LUMO, eV: -0.2

Löwdin atomic charge list, values in e, 2 entries:
1. C -0.19
2. C -0.13